--- one ---
Density functional theory data (ωB97M-V with the def2-TZVPD basis set) for 2 unconnected molecules or ions with the total composition C9H14.

The geometry in XYZ format:
```
23
Properties=species:S:1:pos:R:3:lowdin_charge:R:1
C 2.38 0.03 -1.83 -0.08
C -1.16 -0.18 -0.51 -0.11
C -1.29 -1.52 -0.31 -0.11
C 0.03 0.27 -1.06 -0.05
C 1.08 -0.59 -1.46 -0.30
C -0.28 -2.41 -0.66 -0.09
C 0.90 -1.92 -1.18 -0.08
H -1.93 0.49 -0.26 0.08
H -2.27 -1.86 0.12 0.12
H 0.23 1.37 -1.10 0.12
H -0.56 -3.45 -0.43 0.11
H 3.27 -0.55 -1.53 0.08
H 2.61 1.02 -1.39 0.08
H 1.79 -2.59 -1.34 0.13
H 2.57 0.30 -2.93 0.10
C -1.52 2.13 2.58 -0.21
C -0.20 2.67 3.03 -0.20
H -1.74 2.17 1.50 0.05
H -1.63 1.07 2.95 0.08
H -2.39 2.66 3.00 0.06
H -0.02 3.69 2.66 0.06
H -0.25 2.77 4.18 0.09
H 0.66 2.00 2.84 0.07
```

Computed properties:
E_LUMO, eV: 0.97
Orbital gap, eV: 10.008
Multiplicity: 1
Molar mass, g/mol: 122.21
Net charge: 0
Structure (SMILES): Cc1ccccc1.CC


--- two ---
Density functional theory data (ωB97M-V with the def2-TZVPD basis set) for 2 unconnected molecules or ions with the total composition C9H14.

The geometry in XYZ format:
```
23
Properties=species:S:1:pos:R:3:lowdin_charge:R:1
C -2.42 0.39 3.77 -0.18
C -1.43 -0.70 3.48 -0.18
H -3.00 0.17 4.66 0.06
H -1.92 1.34 3.98 0.07
H -3.17 0.53 2.98 0.06
H -0.87 -0.58 2.55 0.03
H -1.97 -1.62 3.21 0.07
H -0.67 -0.74 4.25 0.07
C 0.97 -0.97 -3.49 -0.04
C 1.90 0.02 -1.34 -0.06
C 0.78 -0.18 -2.19 -0.29
C 1.72 0.40 -0.02 -0.08
C 0.43 0.66 0.48 -0.10
C -0.44 0.18 -1.74 -0.07
C -0.62 0.54 -0.39 -0.09
H 2.85 -0.34 -1.70 0.10
H 2.64 0.49 0.55 0.10
H 2.01 -1.00 -3.80 0.07
H 0.42 -0.53 -4.32 0.07
H 0.25 0.83 1.53 0.08
H -1.33 0.05 -2.35 0.11
H -1.64 0.55 -0.03 0.10
H 0.59 -1.95 -3.18 0.09
```

Computed properties:
E_LUMO, eV: 1.05
Orbital gap, eV: 10.096
Multiplicity: 1
Molar mass, g/mol: 122.21
Net charge: 0
Structure (SMILES): Cc1ccccc1.CC


Q: Which of them is the least stable? A: one.


--- one ---
Density functional theory data (ωB97M-V with the def2-TZVPD basis set) for 2 unconnected molecules or ions with the total composition C11H18.

The geometry in XYZ format:
```
29
Properties=species:S:1:pos:R:3:lowdin_charge:R:1
C -1.83 0.43 -1.07 -0.12
C -2.32 -0.81 -0.80 -0.23
C -3.23 -1.12 0.08 -0.11
C -3.60 -0.11 0.94 -0.06
C -3.20 1.25 0.74 -0.09
C -2.49 1.58 -0.38 -0.05
C 5.05 0.81 -0.13 -0.14
C 4.14 -0.08 0.54 -0.36
C 2.76 -0.06 -0.11 -0.27
C 1.67 -0.95 0.36 -0.24
C 0.23 -0.76 -0.24 -0.12
H -0.99 0.63 -1.77 0.12
H -1.71 -1.60 -1.23 0.11
H -3.59 -2.19 0.28 0.14
H -4.19 -0.22 1.78 0.07
H -3.55 2.06 1.28 0.07
H -2.06 2.58 -0.47 0.10
H 5.26 0.39 -1.13 0.09
H 4.48 1.74 -0.24 0.07
H 5.98 0.93 0.55 0.11
H 4.08 0.04 1.61 0.10
H 4.51 -1.11 0.63 0.12
H 2.42 1.02 0.01 0.14
H 3.00 -0.20 -1.14 0.10
H 1.78 -0.93 1.49 0.13
H 1.87 -2.00 0.05 0.11
H 0.17 -0.96 -1.29 0.07
H -0.40 -1.56 0.19 0.09
H -0.16 0.26 -0.12 0.07
```

Computed properties:
E_LUMO, eV: 0.92
Orbital gap, eV: 9.623
Multiplicity: 1
Molar mass, g/mol: 150.27
Net charge: 0
Structure (SMILES): c1ccccc1.CCCCC


--- two ---
Density functional theory data (ωB97M-V with the def2-TZVPD basis set) for 2 unconnected molecules or ions with the total composition C11H18.

The geometry in XYZ format:
```
29
Properties=species:S:1:pos:R:3:lowdin_charge:R:1
C -0.83 -0.43 -2.50 -0.06
C 1.32 -0.14 -1.28 -0.07
C 0.18 -0.89 -1.46 -0.31
C 2.48 -0.71 -0.68 -0.07
C 0.01 -2.11 -0.80 -0.07
C 2.33 -2.04 -0.30 -0.11
C 1.11 -2.73 -0.31 -0.09
H 1.49 0.89 -1.62 0.12
H 3.43 -0.22 -0.54 0.10
H -1.15 -1.35 -3.01 0.08
H -0.47 0.19 -3.32 0.08
H -0.97 -2.55 -0.71 0.12
H 3.23 -2.60 0.01 0.10
H 1.00 -3.75 0.03 0.10
H -1.82 -0.03 -2.25 0.07
C -0.62 1.32 1.09 -0.46
C 0.12 0.62 2.22 -0.09
C -1.80 0.50 0.56 -0.06
C -0.85 2.82 1.31 -0.08
H 0.10 1.33 0.28 0.08
H -0.29 0.76 3.24 0.08
H -1.59 -0.10 -0.29 0.00
H -2.04 -0.14 1.42 0.08
H -2.67 1.09 0.25 0.08
H -1.06 3.06 2.38 0.08
H -0.09 3.51 0.98 0.06
H -1.83 3.20 0.93 0.07
H 1.16 0.94 2.36 0.07
H 0.12 -0.46 2.02 0.07
```

Computed properties:
E_LUMO, eV: 0.94
Orbital gap, eV: 9.839
Multiplicity: 1
Molar mass, g/mol: 150.27
Net charge: 0
Structure (SMILES): Cc1ccccc1.CC(C)C


Q: Which of them is the least stable? A: one.


--- one ---
Density functional theory data (ωB97M-V with the def2-TZVPD basis set) for 2 unconnected molecules or ions with the total composition C11H18.

The geometry in XYZ format:
```
29
Properties=species:S:1:pos:R:3:lowdin_charge:R:1
C -2.49 1.08 1.55 -0.31
C -3.17 1.31 0.19 -0.13
C -1.51 -0.08 1.68 -0.12
H -3.36 0.91 2.19 0.09
H -1.94 2.00 1.68 0.09
H -2.57 1.99 -0.41 0.05
H -3.21 0.43 -0.50 0.08
H -1.69 -1.02 1.12 0.08
H -1.50 -0.47 2.69 0.06
H -4.21 1.68 0.36 0.07
H -0.53 0.24 1.27 0.05
C 1.72 0.90 -1.76 -0.20
C 0.63 1.90 -1.29 -0.09
C 1.71 -0.38 -0.92 -0.25
C 2.00 -0.34 0.43 -0.07
C 1.32 -1.55 -1.54 -0.07
C 1.93 -1.54 1.14 -0.12
C 1.38 -2.73 -0.84 -0.08
C 1.69 -2.78 0.58 -0.07
H 1.46 0.64 -2.82 0.11
H 2.73 1.28 -1.76 0.10
H -0.26 1.65 -1.82 0.06
H 2.15 0.59 1.03 0.13
H 0.83 -1.60 -2.52 0.12
H 2.12 -1.54 2.22 0.10
H 1.31 -3.71 -1.26 0.09
H 1.91 -3.72 1.05 0.10
H 0.98 2.91 -1.52 0.07
H 0.57 1.93 -0.19 0.06
```

Computed properties:
E_LUMO, eV: 1.03
Orbital gap, eV: 10.038
Multiplicity: 1
Molar mass, g/mol: 150.27
Net charge: 0
Structure (SMILES): CCc1ccccc1.CCC


--- two ---
Density functional theory data (ωB97M-V with the def2-TZVPD basis set) for 2 unconnected molecules or ions with the total composition C11H18.

The geometry in XYZ format:
```
29
Properties=species:S:1:pos:R:3:lowdin_charge:R:1
C -1.89 0.29 1.35 -0.11
C -2.30 1.32 0.46 -0.15
C -2.70 1.08 -0.80 -0.13
C -2.92 -0.26 -1.03 -0.18
C -2.71 -1.32 -0.23 -0.11
C -2.10 -1.07 1.02 -0.10
C 1.72 0.05 -0.14 -0.74
C 1.52 1.36 0.46 -0.09
C 3.12 -0.05 -0.59 -0.11
C 0.79 -0.46 -1.27 -0.04
C 1.67 -0.96 1.07 -0.07
H -1.60 0.69 2.36 0.12
H -2.02 2.48 0.61 0.15
H -2.95 2.04 -1.35 0.13
H -3.65 -0.43 -1.85 0.11
H -3.25 -2.32 -0.65 0.16
H -2.09 -1.79 1.82 0.10
H 2.16 1.60 1.31 0.09
H 1.69 2.02 -0.36 0.09
H 0.51 1.50 0.79 0.05
H 3.28 -1.14 -0.67 0.07
H 3.33 0.42 -1.53 0.08
H 3.82 0.29 0.21 0.10
H 0.98 -1.56 -1.57 0.11
H 1.00 0.03 -2.26 0.08
H -0.30 -0.12 -0.96 0.09
H 0.54 -1.18 1.21 0.07
H 2.20 -1.94 0.50 0.12
H 2.14 -0.59 2.08 0.11
```

Computed properties:
E_LUMO, eV: 0.88
Orbital gap, eV: 10.259
Multiplicity: 1
Molar mass, g/mol: 150.27
Net charge: 0
Structure (SMILES): CC(C)(C)C.c1ccccc1


Q: Which of them is the least stable? A: two.